(1)
A 9-piece molecular cluster, C24H66O12 overall in a non-equilibrium geometry. Source: OMol25; level of theory: ωB97M-V with the def2-TZVPD basis set.

Computed properties:
maximum force: 0.073 hartree/bohr
energy above the lowest of the compared OMol25 structures with the same formula, charge and spin: 1.449 eV
SMILES string: CC(C)O.CC(C)O.CC(C)O.CC(C)O.CC(C)O.CC(C)O.OCCO.OCCO.OCCO
gap between HOMO and LUMO: 9.79 eV

ORCA input file:
```
! wB97M-V def2-TZVPD RIJCOSX def2/J DEFGRID3
* xyz 0 1
C -12.563 -17.881 0.217
C -11.956 -18.484 -1.116
C -10.915 -19.581 -0.736
O -13.071 -19.045 -1.792
H -13.409 -17.215 -0.026
H -11.969 -17.301 0.911
H -12.939 -18.687 0.814
H -11.402 -17.742 -1.711
H -10.017 -19.191 -0.354
H -10.725 -20.131 -1.615
H -11.319 -20.327 -0.136
H -13.299 -19.782 -1.169
C -2.663 -18.098 6.633
C -3.571 -17.416 5.577
C -2.773 -17.065 4.397
O -4.615 -18.414 5.184
H -3.182 -18.716 7.408
H -1.996 -17.388 7.161
H -2.029 -18.829 6.110
H -4.090 -16.607 6.028
H -3.349 -16.405 3.729
H -2.500 -17.940 3.773
H -1.880 -16.497 4.632
H -5.285 -18.003 4.594
C -4.182 -20.557 -2.053
C -5.504 -21.044 -1.558
C -6.140 -22.232 -2.357
O -5.486 -21.476 -0.138
H -4.312 -20.339 -3.133
H -3.457 -21.407 -2.098
H -3.650 -19.738 -1.521
H -6.201 -20.121 -1.503
H -5.634 -23.151 -2.152
H -6.237 -22.025 -3.398
H -7.126 -22.180 -1.895
H -4.912 -22.260 -0.201
C -3.046 -22.370 5.366
C -3.629 -23.707 4.698
C -4.331 -24.591 5.703
O -4.545 -23.479 3.664
H -2.352 -21.868 4.683
H -2.553 -22.748 6.272
H -3.824 -21.630 5.537
H -2.743 -24.339 4.420
H -5.155 -24.000 6.169
H -3.699 -25.055 6.439
H -4.855 -25.368 5.129
H -4.421 -22.674 3.116
C -6.132 -15.489 -1.888
C -7.349 -16.187 -2.327
C -7.002 -17.362 -3.300
O -8.102 -16.706 -1.244
H -5.296 -16.116 -1.463
H -6.405 -14.812 -1.051
H -5.820 -14.904 -2.795
H -7.934 -15.581 -2.920
H -6.591 -16.897 -4.200
H -7.909 -17.914 -3.409
H -6.205 -17.998 -2.828
H -8.561 -15.956 -0.898
C -7.152 -25.138 1.392
C -8.394 -24.339 1.817
C -9.430 -25.238 2.483
O -8.000 -23.201 2.632
H -6.371 -24.491 1.008
H -7.333 -25.954 0.704
H -6.761 -25.513 2.346
H -8.873 -23.838 1.035
H -9.869 -25.844 1.681
H -10.145 -24.526 2.955
H -9.118 -25.983 3.227
H -7.223 -23.486 3.111
O -6.322 -17.983 7.136
C -7.609 -17.540 6.641
C -8.692 -18.590 6.660
O -8.474 -19.410 5.529
H -5.934 -18.547 6.462
H -7.926 -16.768 7.361
H -7.481 -17.143 5.672
H -9.710 -18.168 6.706
H -8.510 -19.238 7.591
H -9.244 -19.926 5.346
O -12.416 -21.032 2.387
C -11.764 -22.159 2.822
C -11.331 -22.014 4.299
O -10.550 -20.819 4.427
H -12.023 -20.196 2.713
H -12.371 -23.058 2.584
H -10.818 -22.345 2.219
H -10.785 -22.939 4.521
H -12.220 -21.934 4.983
H -9.839 -20.690 3.736
O -8.628 -20.748 2.261
C -7.589 -19.892 1.778
C -6.499 -19.642 2.822
O -6.976 -18.537 3.674
H -8.223 -21.632 2.478
H -7.093 -20.245 0.889
H -7.970 -18.909 1.621
H -5.431 -19.581 2.448
H -6.408 -20.557 3.451
H -7.613 -18.959 4.317
*
```

(2)
C24H67CdN3O19 as an isolated structure in a non-equilibrium geometry. Source: OMol25; level of theory: ωB97M-V with the def2-TZVPD basis set.

Computed properties:
maximum force: 0.116 hartree/bohr
gap between HOMO and LUMO: 1.97 eV

ORCA input file:
```
! wB97M-V def2-TZVPD RIJCOSX def2/J DEFGRID3
* xyz 2 1
O -6.621 6.456 -0.494
H -6.177 5.726 -0.057
H -5.971 7.057 -0.865
H -7.065 6.911 0.226
O -1.566 -7.814 -4.223
H -2.506 -7.757 -4.413
H -1.344 -8.724 -4.012
H -1.395 -7.158 -3.544
Cd -7.224 -3.533 -4.703
C -3.995 -0.168 -0.506
C -3.509 -0.007 0.756
C -2.474 -0.928 1.400
O -2.263 -0.995 2.632
C -1.861 -1.947 0.757
C -2.255 -2.248 -0.596
C -3.443 -1.353 -1.220
O -3.979 -1.785 -2.227
O -1.716 -3.181 -1.222
O -3.992 1.082 1.278
H -4.649 0.503 -1.043
H -1.191 -2.686 1.171
O -0.811 3.099 6.799
H -0.764 2.377 7.425
H -1.250 2.726 6.034
O -4.433 5.473 5.149
H -4.506 4.897 4.388
H -3.506 5.444 5.384
O -7.884 -4.722 -1.325
H -8.315 -4.398 -0.534
H -7.384 -5.483 -1.031
O -6.325 -2.246 -8.253
H -5.711 -2.643 -8.870
H -6.857 -1.658 -8.789
O -9.146 -0.667 -3.879
H -9.684 -0.539 -3.098
H -9.287 0.124 -4.400
O -4.758 -1.431 7.548
H -5.403 -0.944 7.035
H -3.982 -1.465 6.988
O -4.849 -4.944 3.766
H -5.311 -4.402 4.405
H -4.119 -4.400 3.473
C 0.023 4.801 -1.822
O -0.119 6.078 -1.323
C -1.361 6.666 -1.373
C -1.792 7.379 -2.769
N -3.016 6.817 -3.408
C -2.649 5.482 -3.871
C -3.735 4.949 -4.843
O -3.756 5.855 -5.963
C -4.371 5.190 -7.097
H -0.325 4.815 -2.855
H -0.553 4.026 -1.315
H 1.076 4.546 -1.944
H -1.327 7.348 -0.524
H -2.089 5.918 -1.058
H -0.897 7.371 -3.392
H -2.034 8.434 -2.640
H -3.319 7.407 -4.169
H -2.501 4.858 -2.990
H -1.683 5.505 -4.378
H -4.682 4.821 -4.320
H -3.382 3.957 -5.123
H -5.216 4.573 -6.790
H -3.708 4.480 -7.592
H -4.629 6.076 -7.677
C 5.195 -3.184 -0.937
O 5.244 -3.961 -2.105
C 4.054 -3.968 -2.909
C 3.809 -2.643 -3.743
N 2.839 -2.802 -4.775
C 2.604 -1.771 -5.782
C 1.376 -2.057 -6.676
O 1.645 -2.752 -7.870
C 2.175 -4.052 -7.655
H 4.861 -2.189 -1.232
H 6.185 -3.216 -0.483
H 4.424 -3.664 -0.334
H 3.219 -4.322 -2.305
H 4.032 -4.691 -3.724
H 4.749 -2.284 -4.164
H 3.551 -1.844 -3.049
H 2.066 -2.966 -4.147
H 3.538 -1.453 -6.245
H 2.430 -0.946 -5.091
H 1.081 -1.104 -7.114
H 0.514 -2.361 -6.083
H 2.817 -4.218 -6.791
H 2.588 -4.568 -8.522
H 1.327 -4.688 -7.402
C 9.953 -0.611 9.341
O 10.395 -0.561 8.031
C 9.391 -0.069 7.067
C 8.065 -0.856 6.974
N 7.092 -0.169 7.851
C 5.768 -0.745 7.884
C 5.745 -2.099 8.617
O 5.032 -3.213 8.029
C 3.665 -2.806 7.651
H 8.894 -0.839 9.466
H 10.178 0.303 9.891
H 10.560 -1.429 9.729
H 9.912 -0.214 6.120
H 9.274 1.012 7.143
H 8.219 -1.917 7.170
H 7.639 -0.805 5.972
H 6.938 0.789 7.569
H 5.318 -0.719 6.891
H 5.112 -0.057 8.416
H 5.421 -1.911 9.641
H 6.761 -2.397 8.878
H 3.633 -2.241 6.720
H 3.290 -2.117 8.408
H 2.946 -3.624 7.599
*
```

(3)
A 10-piece molecular cluster, C24H67O10 overall in a non-equilibrium geometry. Source: OMol25; level of theory: ωB97M-V with the def2-TZVPD basis set.

Computed properties:
maximum force: 0.024 hartree/bohr
energy above the lowest of the compared OMol25 structures with the same formula, charge and spin: 0.000 eV
gap between HOMO and LUMO: 6.53 eV

ORCA input file:
```
! wB97M-V def2-TZVPD RIJCOSX def2/J DEFGRID3
* xyz -1 1
C 22.925 -15.126 0.468
C 22.153 -14.736 -0.782
C 22.860 -13.667 -1.627
O 21.817 -15.840 -1.536
H 23.818 -15.733 0.292
H 22.318 -15.786 1.103
H 23.160 -14.297 1.154
H 21.242 -14.217 -0.415
H 23.875 -13.938 -1.934
H 23.026 -12.741 -1.052
H 22.246 -13.386 -2.484
C 26.300 -12.369 -1.529
C 27.033 -12.893 -2.758
C 27.155 -11.881 -3.908
O 28.339 -13.322 -2.357
H 26.188 -13.209 -0.850
H 25.349 -11.913 -1.818
H 26.821 -11.501 -1.115
H 26.512 -13.725 -3.233
H 27.741 -12.324 -4.710
H 27.625 -10.953 -3.562
H 26.168 -11.571 -4.254
H 28.880 -12.526 -2.330
C 21.137 -11.590 2.352
C 20.048 -12.219 1.501
C 19.727 -13.629 1.954
O 18.932 -11.343 1.585
H 22.110 -12.078 2.248
H 20.878 -11.695 3.410
H 21.326 -10.531 2.167
H 20.378 -12.279 0.457
H 19.012 -14.068 1.251
H 19.252 -13.662 2.941
H 20.563 -14.321 2.050
H 18.192 -11.745 1.115
C 23.461 -12.324 -5.303
C 22.167 -12.906 -5.852
C 21.855 -12.528 -7.296
O 22.159 -14.326 -5.733
H 24.274 -12.584 -5.992
H 23.746 -12.813 -4.370
H 23.317 -11.255 -5.143
H 21.347 -12.521 -5.243
H 20.805 -12.718 -7.527
H 22.468 -13.090 -8.004
H 21.971 -11.463 -7.525
H 22.973 -14.615 -6.166
C 23.035 -18.923 0.376
C 21.857 -19.183 -0.548
C 21.129 -20.477 -0.285
O 20.905 -18.144 -0.269
H 23.473 -17.948 0.182
H 23.797 -19.706 0.347
H 22.607 -18.897 1.384
H 22.185 -19.104 -1.588
H 20.314 -20.614 -1.004
H 20.600 -20.485 0.671
H 21.730 -21.382 -0.400
H 21.196 -17.295 -0.701
C 25.621 -11.005 3.206
C 25.578 -10.516 1.776
C 24.280 -10.843 1.055
O 25.786 -9.097 1.750
H 24.770 -10.720 3.832
H 26.527 -10.645 3.697
H 25.686 -12.096 3.260
H 26.464 -10.907 1.274
H 24.034 -11.902 1.184
H 24.271 -10.599 -0.003
H 23.459 -10.359 1.595
H 25.087 -8.644 2.231
C 25.942 -16.128 -1.741
C 25.368 -16.806 -2.979
C 26.309 -17.828 -3.594
O 24.172 -17.488 -2.646
H 26.026 -16.845 -0.920
H 25.246 -15.351 -1.425
H 26.937 -15.700 -1.888
H 25.055 -16.014 -3.678
H 25.938 -18.239 -4.533
H 26.435 -18.651 -2.891
H 27.260 -17.338 -3.819
H 23.512 -16.851 -2.303
C 25.148 -17.742 2.918
O 25.687 -19.052 2.971
H 25.320 -17.398 1.898
H 24.054 -17.746 2.996
H 25.567 -17.069 3.670
H 25.506 -19.444 3.829
C 19.426 -12.022 -2.279
O 19.466 -12.640 -3.540
H 18.988 -12.711 -1.551
H 20.420 -11.813 -1.863
H 18.839 -11.099 -2.302
H 19.377 -11.996 -4.243
C 19.857 -17.185 3.060
O 19.502 -18.295 2.256
H 19.979 -17.528 4.090
H 20.799 -16.765 2.694
H 19.061 -16.435 2.989
H 19.918 -18.172 1.385
*
```

(4)
A 7-piece molecular cluster, C24H68BF9O26P7S overall in a non-equilibrium geometry. Source: OMol25; level of theory: ωB97M-V with the def2-TZVPD basis set.

Computed properties:
maximum force: 0.188 hartree/bohr
gap between HOMO and LUMO: 1.53 eV

ORCA input file:
```
! wB97M-V def2-TZVPD RIJCOSX def2/J DEFGRID3
* xyz -1 1
O 0.713 -4.166 2.875
B 1.883 -4.227 2.042
O 3.203 -4.430 2.640
P 1.739 -4.036 0.125
C 2.549 -2.292 0.225
C 1.649 -1.281 -0.626
C 0.988 -0.101 0.242
C -0.004 -0.611 1.383
C -1.528 -0.228 1.183
F -2.217 -0.193 2.432
F -1.525 1.147 0.767
C -2.309 -1.007 0.042
F -3.385 -0.163 -0.358
F -1.551 -1.187 -1.122
S -3.071 -2.649 0.495
F -4.229 -1.966 1.460
F -2.031 -2.955 1.738
F -1.991 -3.459 -0.510
F -4.060 -2.505 -0.865
F -3.782 -4.121 0.795
H -0.024 -4.418 2.273
H 3.568 -3.541 2.833
H 0.425 -3.407 0.249
H 1.583 -3.940 -1.331
H 3.024 -4.710 -0.068
H 1.048 -5.344 0.090
H 2.783 -1.934 1.283
H 3.561 -2.375 -0.316
H 2.357 -0.753 -1.363
H 0.888 -1.828 -1.286
H 1.855 0.429 0.767
H 0.550 0.642 -0.492
H 0.182 -1.727 1.529
H 0.319 -0.116 2.367
C -9.640 -0.108 3.174
O -8.587 -0.088 4.139
P -8.330 -1.586 4.950
O -7.442 -0.923 5.996
O -7.433 -2.151 3.705
C -6.284 -1.413 3.302
O -8.263 -3.135 5.675
C -8.377 -3.203 7.087
H -9.696 0.872 2.699
H -9.443 -0.861 2.405
H -10.594 -0.321 3.664
H -5.939 -0.718 4.070
H -6.520 -0.858 2.392
H -5.483 -2.115 3.087
H -9.152 -2.524 7.446
H -7.419 -2.967 7.550
H -8.648 -4.225 7.359
C -6.732 3.329 2.898
O -6.043 3.582 1.672
P -5.468 5.195 1.491
O -5.184 4.980 0.009
O -4.140 4.863 2.386
C -3.284 3.804 1.969
O -5.020 6.847 1.478
C -5.456 7.635 0.382
H -7.021 2.277 2.924
H -6.082 3.536 3.753
H -7.631 3.947 2.958
H -3.427 3.532 0.922
H -3.468 2.931 2.598
H -2.250 4.122 2.106
H -6.491 7.402 0.125
H -4.806 7.471 -0.477
H -5.391 8.686 0.669
C 3.976 6.155 2.651
O 3.872 5.171 1.622
P 2.338 5.112 0.840
O 2.673 3.782 0.177
O 2.749 6.360 -0.139
C 3.911 6.236 -0.950
O 0.745 5.180 0.221
C -0.017 3.981 0.240
H 4.988 6.131 3.055
H 3.781 7.154 2.248
H 3.266 5.936 3.454
H 4.231 5.201 -1.075
H 4.721 6.812 -0.498
H 3.692 6.653 -1.934
H 0.126 3.448 1.182
H 0.260 3.348 -0.603
H -1.072 4.241 0.137
C 6.600 12.611 0.505
O 6.587 11.619 -0.523
P 5.098 11.494 -1.378
O 5.520 10.176 -2.017
O 5.502 12.754 -2.342
C 6.705 12.676 -3.095
O 3.535 11.490 -2.073
C 2.826 10.260 -2.084
H 7.592 12.630 0.958
H 6.383 13.599 0.088
H 5.863 12.364 1.274
H 7.070 11.653 -3.198
H 7.469 13.286 -2.610
H 6.513 13.079 -4.091
H 2.947 9.737 -1.134
H 3.171 9.636 -2.909
H 1.768 10.476 -2.238
C -1.549 -11.272 0.185
O -0.832 -11.079 -1.034
P -0.208 -9.486 -1.251
O 0.089 -9.791 -2.717
O 1.103 -9.834 -0.331
C 1.913 -10.942 -0.694
O 0.312 -7.859 -1.377
C -0.085 -7.126 -2.525
H -1.870 -12.313 0.239
H -0.909 -11.055 1.045
H -2.430 -10.625 0.208
H 1.761 -11.252 -1.729
H 1.689 -11.779 -0.029
H 2.959 -10.659 -0.564
H -1.129 -7.330 -2.769
H 0.559 -7.372 -3.369
H 0.028 -6.063 -2.306
C 4.460 -5.609 -7.847
O 4.485 -5.248 -6.466
P 4.642 -6.578 -5.381
O 4.277 -5.708 -4.186
O 6.267 -6.606 -5.595
C 7.009 -5.429 -5.310
O 4.758 -8.023 -4.474
C 3.758 -8.267 -3.493
H 4.392 -4.698 -8.443
H 5.375 -6.143 -8.121
H 3.589 -6.237 -8.055
H 6.462 -4.731 -4.675
H 7.269 -4.936 -6.249
H 7.928 -5.718 -4.798
H 2.771 -8.002 -3.875
H 3.979 -7.705 -2.585
H 3.769 -9.330 -3.249
*
```

The highest maximum force belongs to which entry? C24H68BF9O26P7S